No. 1
9
Properties=species:S:1:pos:R:3:forces:R:3 method="wB97M-V/def2-TZVPD" multiplicity=3 s_squared=2.008 homo_energy_ev="-6.96 / -9.76" relative_energy_kcal_mol=14.3 energy_ha=-724.1980
C 0.629672 0.586428 -0.591832 2.7 0.5 0.6
P 1.979002 -0.587908 0.016590 -0.9 1.5 -0.5
P -1.804272 -0.565368 -0.068245 -0.7 -2.9 -0.3
H 0.575801 0.504481 -1.730651 -0.2 0.6 1.9
H 0.461623 1.491024 0.056317 -0.2 -0.8 -1.4
H 1.609057 -1.152410 1.276264 -0.4 0.6 -0.1
H 1.239766 -1.472368 -0.692471 -0.1 -1.8 -0.8
H -2.255164 0.604014 -0.567240 -0.4 1.6 -0.2
H -1.535600 -0.223766 1.238146 0.1 0.7 0.7

=====

No. 2
10
Properties=species:S:1:pos:R:3:forces:R:3 method="wB97M-V/def2-TZVPD" multiplicity=1 homo_energy_ev=-7.79 relative_energy_kcal_mol=54.1 smiles="C=[PH2][PH2]=S" energy_ha=-1122.4732
C 0.177849 1.614895 0.880791 -1.2 -1.0 -0.6
P 0.500053 -0.033941 0.703486 -0.6 1.0 -0.7
P -0.419588 -1.111571 -1.137121 -0.5 2.0 0.6
S -0.913976 -2.969611 -1.143118 0.1 -0.1 -0.2
H -0.727583 2.105787 0.457042 0.7 -0.7 0.5
H 1.056081 2.134572 0.774207 1.9 1.7 -0.3
H 1.765589 -0.511232 1.114050 -0.1 0.4 -0.4
H -0.258679 -0.662283 1.585835 -1.2 -1.7 1.2
H -1.541288 -0.101810 -1.085667 1.1 -1.1 -0.2
H 0.361541 -0.464807 -2.149506 -0.3 -0.5 0.1

=====

- What is the multiplicity in the second record?
  1